[1]
6
Properties=species:S:1:pos:R:3:forces:R:3:mulliken_charge:R:1 method="wB97M-V/def2-TZVPD" e_lumo_ev="-1.86 / -1.82" homo_energy_ev="-9.34 / -9.10" gap_ev="7.48 / 7.28"
N -1.254 0.288 0.859 0.9 -0.2 1.0 0.74
O -2.087 0.539 0.098 -1.7 0.6 -2.2 -0.35
O -1.283 0.152 2.028 0.5 -0.3 1.4 -0.42
S 0.779 -0.495 -0.924 1.2 -0.6 0.5 -0.04
S 2.084 0.520 -1.956 0.1 0.6 -0.7 -0.14
H 1.761 -1.004 -0.105 -1.0 -0.1 0.0 0.21

[2]
37
Properties=species:S:1:pos:R:3:forces:R:3:mulliken_charge:R:1 method="wB97M-V/def2-TZVPD" e_lumo_ev=-0.18 homo_energy_ev=-8.34 gap_ev=8.16
C -0.513 0.718 -3.829 -0.1 0.3 0.3 -1.74
C -0.557 1.508 -2.525 0.5 -0.1 -0.1 0.84
O -1.655 2.407 -2.650 -0.3 -0.1 0.0 -0.48
C -2.097 3.024 -1.526 -0.1 0.2 0.5 -0.22
C -2.828 4.197 -1.658 0.1 -0.1 -0.1 -0.53
C -3.312 4.836 -0.531 0.0 -0.1 0.0 -0.39
C -3.083 4.310 0.733 -0.1 0.1 0.1 -0.69
C -2.389 3.124 0.867 0.0 0.0 -0.2 -0.47
C -1.890 2.467 -0.254 -0.1 0.3 -0.3 0.85
C -1.246 1.176 -0.189 0.2 -0.4 -0.4 -0.72
C -0.641 0.653 -1.271 -0.3 0.7 0.4 0.22
C -0.045 -0.676 -1.287 0.1 -0.2 0.1 -0.71
N 0.663 -1.251 -0.396 0.0 -0.6 -0.3 -0.61
N 1.028 -0.626 0.734 -0.4 1.1 0.0 0.20
C 1.711 -1.219 1.763 0.0 0.0 0.1 0.25
O 1.965 -0.568 2.756 0.0 -0.1 0.0 -0.62
C 2.065 -2.652 1.619 0.2 -0.4 0.1 0.42
C 2.510 -3.230 0.434 0.1 -0.1 0.1 -0.15
C 2.843 -4.574 0.437 0.0 0.1 0.1 -0.49
C 2.725 -5.284 1.622 0.1 0.0 -0.3 -0.24
N 2.313 -4.741 2.756 0.0 -0.4 0.4 -0.60
C 1.998 -3.462 2.754 -0.1 0.5 -0.2 -0.24
H -1.364 0.044 -3.890 -0.1 -0.1 0.0 0.41
H -0.570 1.419 -4.657 0.0 0.0 -0.1 0.42
H 0.412 0.154 -3.907 0.1 -0.1 0.0 0.44
H 0.369 2.115 -2.448 -0.2 -0.1 0.0 0.14
H -3.003 4.593 -2.646 0.0 0.1 -0.1 0.44
H -3.869 5.755 -0.639 0.0 0.1 0.0 0.37
H -3.458 4.819 1.607 0.0 0.0 0.1 0.39
H -2.223 2.693 1.844 0.0 -0.1 0.1 0.42
H -1.364 0.610 0.725 0.1 -0.1 0.1 0.67
H -0.197 -1.283 -2.169 -0.1 -0.1 -0.1 0.51
H 0.799 0.360 0.877 0.1 -0.3 0.0 0.29
H 2.603 -2.640 -0.464 0.0 0.0 0.0 0.46
H 3.195 -5.058 -0.460 0.0 -0.1 -0.1 0.37
H 2.978 -6.336 1.674 0.0 -0.1 -0.1 0.36
H 1.670 -3.046 3.697 0.0 0.1 0.0 0.42

[3]
9
Properties=species:S:1:pos:R:3:forces:R:3:mulliken_charge:R:1 method="wB97M-V/def2-TZVPD" e_lumo_ev=3.73 total_charge=-1 homo_energy_ev=-5.47 gap_ev=9.20
C -1.429 0.024 0.860 -1.6 0.2 0.5 0.49
N -2.399 0.102 1.501 0.7 -0.1 -0.2 -0.57
N -0.333 -0.064 0.159 1.1 1.4 -1.9 -0.46
N -0.450 0.425 -1.214 0.3 -1.0 1.5 1.13
O 2.119 -0.636 -0.535 0.3 -0.3 1.9 -0.51
O -1.582 0.472 -1.628 -0.6 0.4 -0.7 -0.63
O 0.569 0.646 -1.829 -1.1 0.4 0.3 -0.57
O 2.011 -0.130 1.906 0.4 1.4 0.7 -0.50
S 1.494 -0.839 0.779 0.6 -2.4 -2.0 0.61

[4]
61
Properties=species:S:1:pos:R:3:forces:R:3:mulliken_charge:R:1 method="wB97M-V/def2-TZVPD" e_lumo_ev=1.67 total_charge=-1 homo_energy_ev=-4.20 gap_ev=5.87
C 1.059 -0.767 1.525 -0.2 -0.1 -0.2 -0.86
C -0.427 -0.607 1.174 0.0 -0.2 0.2 -0.45
P -0.828 1.173 0.850 0.2 0.1 -0.3 0.46
C -0.630 1.792 2.582 0.1 -0.1 0.1 -1.46
B -2.764 1.258 0.425 -0.2 -0.3 0.3 0.22
C -3.756 0.239 1.273 0.0 0.2 0.0 -1.05
C -3.686 -1.274 0.953 0.0 -0.1 0.1 -0.32
C -4.983 -1.831 0.359 0.0 0.0 0.0 -0.66
Cl -4.748 -2.882 -1.093 0.1 0.0 0.0 -0.26
B -2.810 1.101 -1.276 0.1 0.0 0.0 0.64
C -2.865 2.247 -2.377 -0.2 -0.1 -0.1 -1.01
O -2.733 -0.198 -1.769 0.1 0.1 0.0 -0.61
P -3.232 3.050 0.896 0.0 0.1 -0.2 0.63
O -2.328 4.161 0.516 0.0 -0.1 0.1 -0.77
O -3.526 3.139 2.518 -0.3 0.1 0.0 -0.61
O -4.746 3.353 0.305 -0.1 0.0 0.1 -0.66
H 1.239 -0.575 2.584 0.0 0.1 0.0 0.22
H 1.424 -1.777 1.308 0.0 0.0 0.1 0.21
H 1.648 -0.057 0.941 0.1 -0.1 0.0 0.23
H -0.669 -1.199 0.289 0.0 0.1 -0.1 0.30
H -1.041 -0.999 1.995 0.0 0.0 -0.1 0.25
H 0.422 1.702 2.868 0.0 0.0 0.0 0.39
H -1.229 1.239 3.315 -0.1 0.1 0.0 0.28
H -0.903 2.846 2.614 0.0 0.0 0.1 0.44
H -3.592 0.374 2.351 0.0 0.0 0.0 0.14
H -4.799 0.557 1.105 0.0 0.0 0.1 0.60
H -3.489 -1.828 1.875 0.1 -0.1 0.0 0.42
H -2.868 -1.509 0.278 0.0 0.1 -0.1 0.08
H -5.652 -1.036 0.038 0.0 0.0 -0.1 0.27
H -5.509 -2.478 1.055 -0.1 0.1 0.1 0.38
H -1.861 2.445 -2.768 0.0 0.0 0.0 0.23
H -3.269 3.193 -2.016 0.1 0.0 0.0 0.26
H -3.481 1.919 -3.227 0.1 0.0 0.0 0.27
H -2.708 -0.215 -2.733 0.0 0.0 0.0 0.22
H -4.252 2.562 2.790 0.3 -0.1 0.0 0.34
H -5.447 3.282 0.962 0.1 0.1 -0.1 0.31
C 1.254 4.071 -2.419 0.0 -0.1 0.1 0.17
Cl 0.414 4.329 -3.969 0.0 0.0 0.0 -0.14
Cl 0.125 4.142 -1.103 -0.2 0.1 0.0 0.08
Cl 2.031 2.480 -2.467 0.1 0.0 0.1 -0.02
Cl 2.510 5.320 -2.250 0.0 0.0 0.0 -0.14
C 3.289 -0.254 -5.459 0.0 0.0 0.1 0.25
Cl 2.442 1.262 -5.718 0.0 0.0 -0.1 -0.07
Cl 3.286 -0.650 -3.738 -0.1 0.1 0.0 0.07
Cl 2.488 -1.553 -6.355 0.0 0.0 0.0 -0.12
Cl 4.963 -0.111 -6.021 0.0 0.0 0.0 -0.12
C 5.507 0.089 1.013 -0.1 -0.1 0.0 0.22
Cl 4.165 0.883 1.822 0.1 0.1 0.1 -0.05
Cl 4.894 -0.755 -0.414 0.1 0.0 0.0 0.01
Cl 6.716 1.283 0.522 0.0 0.0 0.0 -0.11
Cl 6.250 -1.084 2.109 0.1 0.0 0.0 -0.08
C 3.837 -3.792 4.137 0.0 0.0 0.0 0.22
Cl 5.357 -3.980 5.034 0.0 0.0 0.0 -0.11
Cl 3.423 -2.089 4.037 -0.1 0.0 0.0 -0.01
Cl 4.039 -4.450 2.512 0.0 0.0 0.0 -0.01
Cl 2.555 -4.674 4.976 0.0 0.0 0.0 -0.12
C 3.894 -4.573 -1.748 0.0 0.0 0.0 0.24
Cl 5.130 -5.168 -0.626 0.0 0.0 0.0 -0.12
Cl 2.845 -3.433 -0.913 -0.1 -0.1 0.0 0.04
Cl 4.684 -3.758 -3.098 0.1 -0.1 0.0 -0.08
Cl 2.943 -5.935 -2.349 0.0 0.0 0.0 -0.11

[5]
14
Properties=species:S:1:pos:R:3:forces:R:3:mulliken_charge:R:1 method="wB97M-V/def2-TZVPD" e_lumo_ev=-0.88 smiles="C/C=C1/SCOC1=S" homo_energy_ev=-8.54 gap_ev=7.66
C 0.160 -1.211 2.035 2.5 0.7 -1.3 -1.06
C 0.911 -1.040 0.593 0.6 -1.4 0.4 -0.07
C 0.495 -0.135 -0.353 2.0 -2.3 1.5 0.42
S 0.831 -0.106 -2.079 -0.1 0.7 -0.6 -0.14
C -0.327 1.358 -2.285 -0.9 0.2 -0.2 -0.21
O -1.308 1.073 -1.182 3.3 1.2 -0.4 -0.33
C -0.572 0.643 0.019 -6.8 2.7 -0.9 0.04
S -1.594 0.979 1.321 1.7 0.1 -1.1 -0.32
H 0.527 -0.343 2.642 -0.6 -0.5 -0.4 0.37
H 0.707 -2.059 2.506 -1.2 0.1 -0.3 0.29
H -0.991 -1.105 1.995 2.1 -0.8 0.0 0.28
H 1.813 -1.803 0.304 -2.5 1.8 0.8 0.23
H 0.332 2.351 -2.243 -1.8 -2.0 0.5 0.23
H -0.984 1.397 -3.272 1.7 -0.5 2.1 0.29

[6]
13
Properties=species:S:1:pos:R:3:forces:R:3:mulliken_charge:R:1 method="wB97M-V/def2-TZVPD" e_lumo_ev=2.95 smiles=[O-]CCCSS total_charge=-1 homo_energy_ev=-2.51 gap_ev=5.46
O -0.506 2.117 -0.613 -0.2 0.2 -0.5 -0.88
C -1.394 1.086 -0.793 2.0 1.1 -0.5 -0.42
C -1.028 0.047 0.318 -2.2 -1.4 0.9 -0.55
C 0.426 -0.214 0.241 0.3 4.0 -3.4 -0.49
S 1.476 -1.003 1.321 -0.3 -0.6 2.9 -0.18
S 2.719 -2.110 0.158 0.9 -0.3 0.1 -0.22
H -2.401 1.528 -0.758 -0.6 -0.9 0.3 0.28
H -1.275 0.614 -1.867 -0.3 0.0 1.3 0.13
H -1.302 0.432 1.293 -0.1 0.6 0.3 0.31
H -1.585 -0.890 0.276 -0.4 -0.4 -0.4 0.30
H 0.526 -0.652 -0.742 0.5 -0.4 -0.4 0.26
H 0.688 0.936 0.046 0.2 -1.8 0.3 0.35
H 3.656 -1.890 1.121 0.0 -0.3 -0.7 0.12

[7]
48
Properties=species:S:1:pos:R:3:forces:R:3:mulliken_charge:R:1 method="wB97M-V/def2-TZVPD" e_lumo_ev=1.96 total_charge=-1 homo_energy_ev=-2.59 gap_ev=4.54
C -3.676 -0.748 -2.168 0.2 0.2 0.2 -0.39
C -2.380 -1.284 -2.161 -0.1 0.3 0.0 -0.67
C -1.280 -0.428 -2.034 -0.2 0.2 0.0 0.15
C -1.461 0.947 -1.834 -0.4 0.0 -0.4 0.54
C -0.319 1.920 -1.642 2.3 -1.3 0.6 0.04
C 0.930 1.346 -1.030 1.4 -0.4 -5.5 0.86
C 2.213 1.837 -1.569 -1.9 -0.2 0.8 -0.21
C 3.397 0.903 -1.708 0.3 -0.3 0.1 0.20
C 3.270 -0.494 -1.785 0.5 0.4 0.0 -0.16
C 4.392 -1.283 -2.073 -0.1 0.2 0.1 -0.70
C 5.648 -0.694 -2.251 -0.1 0.2 0.2 -0.35
C 5.788 0.697 -2.114 -0.3 -0.3 0.1 -0.45
C 4.672 1.488 -1.842 0.0 -0.3 -0.1 -0.47
O 2.389 3.007 -1.902 0.5 0.8 -0.3 -0.75
O -0.455 3.109 -1.880 -0.6 0.3 -0.2 -0.70
C -2.760 1.475 -1.854 0.0 -0.2 -0.1 -0.63
C -3.860 0.638 -2.023 0.1 -0.3 0.0 -0.46
H -4.545 -1.405 -2.261 0.3 0.2 0.0 0.35
H -2.227 -2.367 -2.246 -0.1 0.5 -0.1 0.39
H -0.257 -0.794 -2.113 -0.3 -0.1 0.1 0.33
H 0.923 0.283 -0.769 -0.1 0.7 -0.1 -0.43
H 2.288 -0.934 -1.615 0.3 0.0 -0.2 0.39
H 4.276 -2.365 -2.145 0.1 0.2 0.0 0.37
H 6.524 -1.313 -2.462 -0.3 0.2 0.0 0.34
H 6.766 1.166 -2.204 -0.1 -0.1 0.0 0.35
H 4.779 2.571 -1.749 -0.2 -0.4 -0.1 0.40
H -2.876 2.555 -1.765 0.1 -0.3 0.1 0.43
H -4.864 1.066 -2.025 0.2 -0.2 0.0 0.36
F 1.952 3.263 2.334 0.5 -0.9 0.3 -0.24
C 1.453 1.974 2.323 -0.1 0.7 0.5 0.45
F 0.912 1.721 3.566 0.4 0.2 -0.6 -0.22
S 0.305 1.990 0.955 -2.9 -1.9 4.3 0.06
N -0.764 0.597 1.791 0.5 2.1 -0.2 0.16
C -1.781 0.801 2.737 -0.3 0.6 0.3 0.23
O -2.179 1.864 3.163 0.4 -1.0 -0.3 -0.65
C -2.299 -0.581 3.053 -0.6 -0.4 0.4 0.15
C -1.702 -1.467 2.183 -0.2 -0.9 -0.2 0.35
C -2.075 -2.821 2.134 0.1 0.4 0.2 -0.29
C -3.025 -3.280 3.066 0.3 0.5 -0.1 -0.54
C -3.576 -2.390 4.009 0.3 0.2 -0.3 -0.41
C -3.242 -1.028 3.987 0.3 0.1 -0.3 -0.57
C -0.675 -0.711 1.380 0.9 -0.9 -1.5 0.24
O 0.085 -1.162 0.520 -1.2 0.3 1.8 -0.64
H 2.217 1.211 2.126 0.3 0.5 0.4 0.13
H -1.621 -3.475 1.382 -0.2 0.2 0.4 0.46
H -3.338 -4.327 3.078 0.2 0.4 -0.1 0.38
H -4.268 -2.766 4.762 0.1 0.1 -0.2 0.37
H -3.676 -0.310 4.676 0.0 -0.2 0.0 0.46

DFT total energy across the listed records, respectively: -1002.05082, -971.52655, -901.46405, -11166.82361, -1065.60613, -990.06337, -1877.76477 hartree.